A molecular structure, C19H23N3O4S in a non-equilibrium geometry. Source: the Open Molecules 2025 dataset; level of theory: the ωB97M-V functional and the def2-TZVPD basis.

Structure (XYZ):
```
50
Properties=species:S:1:pos:R:3:nbo_charge:R:1
C 7.659 3.117 -3.801 -0.530
C 6.341 2.217 -3.558 -0.067
O 5.566 2.683 -2.558 -0.461
C 4.545 2.153 -2.118 0.216
C 4.015 1.166 -2.677 -0.205
C 3.044 0.424 -2.138 -0.168
C 2.466 0.983 -0.993 0.111
C 2.726 2.177 -0.675 -0.208
C 3.907 2.754 -1.178 -0.215
H 4.275 3.652 -0.613 0.226
H 2.308 2.431 0.120 0.193
N 1.139 0.403 -0.747 -0.518
C 0.383 -0.535 -0.875 0.669
O 0.771 -1.578 -1.839 -0.795
C -0.877 -0.863 -0.170 -0.318
C -1.873 -0.366 -0.789 -0.417
C -3.228 -0.303 0.208 -0.131
N -3.074 -1.456 1.095 -0.771
S -2.783 -1.116 2.521 2.423
O -2.191 0.266 2.639 -0.947
O -1.747 -1.939 3.007 -0.956
C -4.029 -1.333 3.422 -0.553
C -5.027 -0.246 3.548 -0.093
C -6.125 -0.438 4.264 -0.263
C -6.725 -1.614 4.411 0.015
N -5.834 -2.675 4.554 -0.362
C -4.593 -2.299 4.047 0.115
H -4.001 -3.422 3.751 0.183
H -7.379 -1.822 5.214 0.225
H -6.950 0.471 4.443 0.220
H -4.793 0.774 3.125 0.246
C -2.587 -2.575 0.423 -0.233
C -1.085 -2.491 0.137 -0.396
H -0.410 -2.673 0.988 0.235
H -0.780 -2.920 -0.756 0.253
H -2.656 -3.634 1.193 0.238
H -3.252 -2.896 -0.465 0.231
H -3.175 0.375 0.785 0.177
H -4.135 -0.572 -0.552 0.199
H -2.031 -1.050 -1.832 0.232
H -1.769 0.638 -0.957 0.219
H -0.476 -0.582 0.909 0.242
H 0.848 0.970 0.201 0.368
H 2.658 -0.435 -2.552 0.263
H 4.648 0.494 -3.662 0.201
H 5.715 2.204 -4.433 0.181
H 6.785 1.284 -3.253 0.174
H 7.226 4.232 -3.949 0.196
H 8.173 3.210 -3.090 0.149
H 8.385 2.757 -4.773 0.207
```

Calculated values
electronic energy = -43551.614 eV
gap between HOMO and LUMO = 7.7 eV
charge = 0
strongest force on any atom = 16.1 eV Å⁻¹
spin multiplicity = 1